A molecular structure, C46H49Cl5F6N2O4PRbS2. Source: the OMol25 dataset; level of theory: wB97M-V/def2-TZVPD.

Structure (XYZ):
```
116
Properties=species:S:1:pos:R:3:forces:R:3:lowdin_charge:R:1
Rb -1.6911 0.2050 0.4709 0.14 -1.03 -0.73 0.710
Cl 0.8052 -3.3358 6.6880 0.00 0.01 -0.01 0.611
Cl 2.1400 -0.5313 6.4054 -0.01 -0.01 0.00 0.612
Cl -1.2430 -2.8676 1.6944 0.05 -0.08 0.00 0.556
Cl -0.9027 -4.4950 4.3449 -0.02 -0.04 -0.01 0.618
Cl 1.7731 1.1230 3.7877 -0.04 0.08 0.09 0.665
S -2.5257 1.9770 3.2588 -0.03 0.10 0.13 0.549
S -0.5426 3.4485 2.0065 -0.05 0.03 0.07 0.540
P 2.7112 -1.4492 -1.0260 0.07 0.04 0.07 1.217
F -4.8413 2.0448 4.4548 0.01 0.00 -0.01 0.127
F -0.8676 5.4975 0.3854 -0.04 0.00 -0.03 0.114
F -2.5094 5.2259 1.7715 0.05 0.05 -0.05 0.125
F -4.1894 3.9763 3.7302 -0.01 -0.01 0.02 0.126
F -3.2934 3.1287 5.5089 0.01 0.00 0.00 0.133
F -2.3061 3.9262 0.0545 -0.02 -0.04 0.03 0.126
O -0.2991 2.3545 1.1056 0.31 0.40 0.03 -0.451
O 0.5369 4.3048 2.3866 0.01 -0.05 0.08 -0.277
O -2.2103 0.8006 4.0034 0.03 -0.03 0.11 -0.251
O -3.1698 1.8047 1.9769 -0.29 0.38 0.27 -0.433
N -1.3922 3.0680 3.2705 0.01 0.06 0.00 -0.282
N -7.5959 -3.0921 -8.4548 0.00 0.00 0.00 0.112
C -3.6257 -1.0982 -1.7340 -0.03 0.07 0.05 -0.085
C 0.6027 -2.4237 5.2261 -0.01 -0.05 0.04 -0.712
C 2.8641 0.6537 0.5828 0.01 0.12 0.16 -0.137
C 5.0981 -0.3901 0.2655 -0.01 -0.02 -0.04 -0.086
C 2.1925 3.9248 -0.8449 0.08 0.04 -0.15 -0.053
C 3.5363 -0.6334 -2.4870 0.01 0.10 -0.05 -0.282
C 3.6058 -0.6717 0.4386 0.03 -0.06 -0.05 -0.676
C 1.1949 -1.1686 5.0918 0.02 0.06 0.00 -0.705
C -0.1538 -2.9386 4.1777 0.06 0.10 -0.05 -0.712
C 0.1073 -1.2922 -5.2428 0.02 0.02 0.00 -0.047
C 3.0279 -3.7504 -2.5655 0.04 -0.05 -0.04 -0.099
C -6.8162 -2.8499 -5.0463 -0.01 0.00 -0.01 -0.050
C 0.1345 2.8908 -2.6585 0.02 -0.04 0.02 0.007
C 2.4938 3.3326 -2.2392 0.07 0.01 0.01 -0.333
C -0.8935 0.8297 -3.2315 -0.03 0.04 0.04 0.020
C 4.8093 -1.0213 -2.9197 -0.10 0.07 0.02 -0.112
C -0.2693 -2.1720 3.0187 -0.02 -0.08 0.01 -0.706
C -1.0126 2.1893 -2.9705 -0.05 0.02 -0.05 -0.182
C -6.3276 -2.4545 -6.2954 0.01 0.01 0.02 -0.266
C 3.4052 0.7264 -4.4886 -0.01 0.02 -0.01 -0.060
C 2.8478 0.3179 -3.2748 0.01 -0.07 0.21 -0.192
C -1.6303 4.5793 0.9992 -0.04 0.11 0.01 -0.646
C -7.0293 -2.8085 -7.4922 0.00 0.00 -0.01 -0.217
C 3.2283 -3.2768 -1.1236 -0.02 0.04 -0.04 -0.681
C -4.2584 -1.3952 -2.7546 0.00 -0.09 0.02 -0.262
C -5.1474 -1.7084 -6.3592 0.00 -0.01 -0.02 -0.046
C 0.3506 0.2129 -3.2650 0.02 -0.01 0.09 -0.127
C 0.2980 -0.9361 2.8215 -0.19 0.05 0.04 -0.208
C -0.5363 -2.1321 -2.9520 0.12 0.00 0.03 -0.061
C -4.4779 -1.3679 -5.2039 0.00 0.00 0.01 -0.033
C -3.7770 2.8410 4.2997 -0.02 0.05 -0.04 -0.673
C 2.1864 -4.0062 -0.2564 -0.03 -0.01 -0.02 -0.113
C 4.6181 -3.7166 -0.6520 -0.02 0.00 0.03 -0.096
C 0.4091 -1.2284 -3.7418 0.02 -0.03 -0.03 -0.375
C 1.0159 -0.4659 3.9045 -0.06 -0.09 0.00 -0.712
C 3.3764 -1.4759 1.7196 0.05 -0.07 -0.03 -0.093
C 1.5155 0.9476 -2.9630 0.02 0.10 -0.07 -0.081
C 1.4048 2.3138 -2.6241 0.02 -0.08 0.00 -0.103
C -2.5729 3.1557 -4.6439 0.00 -0.01 0.00 -0.061
C -3.5092 2.2528 -2.4987 -0.05 0.03 -0.01 -0.061
C 3.9750 2.9536 -2.3419 -0.07 0.03 0.01 -0.062
C -2.3166 2.9362 -3.1486 -0.01 0.04 -0.06 -0.378
C 4.6431 0.2854 -4.9151 0.03 -0.01 -0.05 -0.090
C -4.9528 -1.7541 -3.9339 0.01 0.04 -0.01 -0.267
C -6.1437 -2.5069 -3.8940 0.00 0.00 0.00 -0.036
C 5.3656 -0.5764 -4.1066 0.06 0.00 -0.02 -0.086
H 2.1008 3.1600 -0.0835 0.03 -0.16 0.11 0.059
H 6.3514 -0.9154 -4.4025 0.00 0.00 0.00 0.096
H 3.3420 1.2737 1.3495 -0.04 -0.02 -0.07 0.080
H 4.5634 3.7980 -1.9751 0.01 0.00 0.00 0.075
H -7.7299 -3.4288 -4.9937 0.00 0.00 0.00 0.109
H 3.6591 -0.8542 2.5759 0.00 -0.02 -0.03 0.081
H -2.1871 3.9181 -2.6816 0.00 0.00 -0.01 0.123
H 3.9698 -2.3910 1.7612 -0.03 0.04 0.02 0.063
H 3.2219 -4.8273 -2.6138 -0.03 -0.01 -0.01 0.083
H 1.8258 0.4954 0.8811 0.03 0.03 0.02 0.054
H -0.9037 -0.9343 -5.4504 -0.02 0.00 0.01 0.069
H 2.8781 1.1957 -0.3566 -0.03 0.16 -0.17 0.041
H -4.4104 2.8559 -2.6361 0.00 0.00 0.01 0.084
H -0.2656 -2.1195 -1.8933 -0.05 -0.03 -0.01 0.062
H -0.4647 -3.1628 -3.3124 0.02 -0.01 0.01 0.080
H -1.5797 -1.8221 -3.0305 0.05 -0.04 0.01 0.034
H 1.1695 -3.7276 -0.5357 -0.01 0.00 -0.01 0.059
H -1.7312 3.6633 -5.1200 0.00 0.00 0.00 0.076
H -3.5634 -0.7908 -5.2553 0.00 0.00 -0.01 0.098
H -3.6985 1.2604 -2.9076 0.01 0.00 0.00 0.045
H 2.0018 -3.5837 -2.8937 -0.05 0.02 -0.03 0.065
H 1.4291 -1.5965 -3.6100 -0.10 0.04 0.02 0.088
H 4.6450 -4.8122 -0.6376 0.00 0.00 0.00 0.080
H 5.3832 -1.6996 -2.3108 0.03 -0.08 0.07 0.078
H 2.2969 -5.0874 -0.3928 0.01 0.00 0.01 0.082
H 4.8452 -3.3730 0.3560 0.01 -0.03 -0.09 0.053
H 0.8075 -0.6723 -5.8085 0.00 0.00 -0.02 0.073
H 0.0428 3.9521 -2.4493 0.00 -0.02 -0.01 0.120
H -6.5223 -2.8130 -2.9282 0.00 0.00 0.00 0.111
H -3.4746 3.7535 -4.7983 0.00 0.00 0.00 0.072
H -2.7141 2.1945 -5.1452 0.00 0.00 0.00 0.076
H 0.1827 -2.3200 -5.6060 0.00 -0.01 0.00 0.076
H -3.3471 2.1301 -1.4310 -0.06 -0.03 0.12 0.059
H 5.4175 -3.3932 -1.3159 0.05 0.06 -0.04 0.060
H 2.3222 -1.7207 1.8454 0.03 -0.02 -0.02 0.052
H 5.4724 0.0781 1.1819 0.00 0.00 0.00 0.086
H 5.0463 0.6250 -5.8618 0.00 0.00 0.00 0.097
H 5.2863 0.2991 -0.5594 0.01 -0.01 -0.01 0.064
H 1.2593 4.4853 -0.8318 0.02 -0.01 -0.01 0.059
H 5.6816 -1.2960 0.0937 0.01 -0.02 -0.01 0.062
H 2.9917 4.6084 -0.5474 -0.01 0.00 -0.02 0.081
H 4.2411 2.0863 -1.7401 -0.02 -0.05 0.05 0.061
H -4.7637 -1.4007 -7.3239 0.00 0.00 0.00 0.110
H 3.7014 -3.2530 -3.2661 -0.05 -0.06 0.02 0.068
H 4.2866 2.7511 -3.3653 -0.03 0.01 0.04 0.064
H 2.8430 1.4292 -5.0936 0.00 -0.01 0.00 0.127
H 2.3018 -3.7891 0.8041 0.02 0.03 0.04 0.068
H 2.3546 4.1571 -2.9493 0.02 0.00 -0.02 0.131
H -1.7851 0.2444 -3.4339 0.02 0.00 -0.02 0.099
```
Positions in Å, forces in eV/Å.

Calculated values
ΔE to the lowest compared entry with this formula, charge and spin (kJ/mol): 16.5
Total charge: -2

=====

A molecular structure, C46H49InN7. Source: the OMol25 dataset; level of theory: wB97M-V/def2-TZVPD.

Structure (XYZ):
```
103
Properties=species:S:1:pos:R:3:forces:R:3:lowdin_charge:R:1
In -0.5716 0.1734 -0.2597 0.16 -0.28 -0.04 0.947
N -0.5640 -1.9249 -0.1301 -0.06 -0.04 0.05 -0.031
N -2.3859 -0.3211 -1.7311 0.08 0.14 -0.06 0.113
N 1.3920 0.6439 0.1659 -0.23 0.14 0.35 -0.059
N -2.9643 3.6946 -0.3335 0.03 -0.01 -0.02 0.200
N -0.5462 1.6177 -2.2485 0.09 -0.01 0.06 -0.064
N -2.7787 -0.9177 -3.8219 -0.07 -0.03 -0.02 0.202
N -1.9903 1.8075 0.2420 -0.04 0.00 -0.04 0.082
C -4.3463 -2.8621 -3.3412 -0.02 -0.01 -0.02 -0.006
C 3.9093 -1.9108 -0.8529 0.00 -0.01 0.01 -0.257
C -1.3191 -2.3089 3.4543 0.01 -0.01 -0.02 -0.083
C -3.5257 -1.7871 -3.0302 0.02 0.04 -0.02 -0.175
C -4.3528 1.9850 3.1105 0.00 0.00 0.00 -0.058
C 2.5568 2.7215 -0.4969 0.04 0.02 -0.04 -0.081
C 1.9828 4.8828 0.6116 -0.01 0.03 -0.01 -0.115
C -1.1983 -1.7877 2.1768 0.00 0.02 -0.01 -0.080
C -3.8432 -2.0729 -0.6456 -0.01 -0.02 0.00 -0.003
C -4.9065 -3.5323 -2.2713 0.00 0.00 0.01 -0.068
C -3.2750 -1.3925 -1.7172 0.05 -0.02 -0.03 -0.213
C -1.0286 -4.4245 -2.8470 -0.03 -0.01 0.03 -0.074
C -0.4450 -2.6295 -1.3279 0.01 0.03 -0.10 -0.289
C -1.1105 -3.8336 -1.5973 0.01 -0.03 0.01 -0.035
C -4.6591 -3.1452 -0.9442 0.00 0.02 0.00 -0.064
C -4.5889 3.8761 1.6062 -0.01 -0.02 0.04 0.000
C 3.2296 -3.2627 2.6402 -0.01 0.00 0.00 -0.031
C 1.4154 4.1178 1.8110 0.03 -0.02 0.02 -0.276
C -0.9616 -3.6252 3.7025 0.01 0.00 0.00 -0.095
C 2.5247 3.8786 2.8369 -0.01 0.01 -0.01 -0.113
C 1.9482 1.9206 0.6704 0.17 -0.05 -0.20 -0.452
C 0.2941 -2.0578 -2.3720 0.03 0.01 0.00 -0.062
C 3.1099 4.0714 -0.0327 0.00 -0.01 0.01 -0.280
C -1.1706 0.9919 -3.4225 -0.14 0.06 0.10 -0.081
C 2.3071 -1.3186 1.3483 0.01 -0.03 0.01 -0.012
C -1.0955 2.9058 -1.8110 -0.08 -0.07 -0.08 -0.089
C -0.3000 -3.8395 -3.8765 0.01 0.02 0.02 -0.097
C -3.5707 3.3040 0.8549 0.00 0.05 -0.09 -0.165
C 3.9513 -2.6994 0.2902 0.00 0.01 -0.01 0.000
C -0.3153 -3.8592 1.3798 0.02 0.02 -0.01 -0.032
C 3.0662 1.7107 1.7076 -0.02 -0.01 0.05 -0.074
C -2.1159 -0.0915 -2.9883 0.03 0.07 0.05 -0.305
C 3.1618 -2.4126 1.4005 0.00 0.01 0.01 -0.244
C -0.7014 -2.5400 1.1054 -0.06 0.00 0.03 -0.306
C 0.3648 -2.6481 -3.6257 -0.03 0.00 0.00 -0.091
C -4.9664 3.1933 2.7445 0.03 0.01 -0.03 -0.062
C -3.3448 1.4227 2.3548 -0.02 0.01 0.08 0.009
C -2.0372 2.7701 -0.6487 -0.05 -0.04 0.04 -0.293
C 2.2501 -0.5012 0.2240 0.09 0.10 -0.13 -0.339
C 4.2154 3.8243 0.9976 -0.01 -0.01 -0.01 -0.111
C 3.6341 3.0524 2.1845 0.01 -0.01 0.00 -0.277
C -0.4593 -4.3849 2.6532 0.01 -0.01 0.01 -0.087
C 4.7479 -2.2385 -2.0588 0.00 0.00 0.00 -0.043
C -2.9510 2.1063 1.2076 -0.02 -0.06 0.00 -0.182
C 0.8649 2.7690 1.3364 -0.04 0.04 0.04 -0.102
C 3.0605 -0.8088 -0.8654 0.03 0.02 0.00 -0.022
H -4.5322 -3.1682 -4.3617 0.00 0.00 0.00 0.117
H -3.1720 4.5206 -0.8696 -0.01 0.01 0.01 0.178
H -4.6790 1.4810 4.0099 -0.01 0.01 0.00 0.113
H 1.1891 5.0776 -0.1224 0.01 -0.01 0.00 0.110
H 0.9698 -2.1876 -4.3990 0.00 -0.01 0.00 0.104
H 3.3447 2.1183 -0.9582 0.00 0.03 0.01 0.123
H -1.4886 -0.7512 2.0036 0.02 -0.05 -0.01 0.053
H 4.4221 2.8544 2.9147 0.01 0.01 0.00 0.144
H 3.9967 -4.0310 2.5522 -0.01 0.00 -0.01 0.078
H 4.1153 -2.4732 -2.9179 0.00 0.00 0.00 0.076
H 3.8654 1.1043 1.2762 0.00 0.00 -0.02 0.131
H -1.5949 3.4338 -2.6278 -0.01 -0.01 -0.03 0.137
H 0.4570 1.7033 -2.3745 -0.06 0.01 -0.02 0.109
H 0.6058 4.6946 2.2666 0.00 0.00 0.01 0.141
H 1.6701 -1.0959 2.1980 -0.01 0.03 0.00 0.124
H 2.3571 5.8588 0.9323 0.00 -0.01 0.01 0.124
H 3.5151 4.6167 -0.8892 0.01 0.00 0.00 0.141
H -1.6991 -1.6848 4.2540 0.00 0.00 0.01 0.105
H 0.1268 -4.4631 0.6002 0.00 -0.01 -0.02 0.116
H -1.7184 1.7393 -4.0043 0.01 -0.01 -0.06 0.134
H -0.3985 0.5803 -4.0729 0.03 -0.08 0.05 0.137
H 5.0299 3.2551 0.5403 0.00 0.00 0.00 0.124
H -1.7151 -4.2970 -0.8301 0.00 0.01 0.02 0.114
H 2.1218 3.3511 3.7065 0.00 -0.01 0.00 0.123
H 5.3897 -3.0983 -1.8730 0.00 0.00 0.00 0.076
H 4.6151 -3.5568 0.3196 0.00 0.00 0.00 0.116
H -1.0610 -4.0489 4.6920 0.00 0.01 0.00 0.102
H -5.5521 -4.3796 -2.4591 0.00 0.00 0.00 0.109
H 3.4596 -2.6545 3.5168 0.00 0.00 -0.01 0.086
H -2.8877 0.4908 2.6563 -0.01 0.03 -0.03 0.094
H 5.3837 -1.3970 -2.3389 0.00 0.00 0.00 0.082
H 2.6716 1.1532 2.5619 -0.03 -0.02 -0.01 0.128
H -0.1530 -5.4083 2.8328 0.00 0.00 0.00 0.110
H 4.6351 4.7756 1.3358 0.00 0.01 0.00 0.123
H 3.0245 -0.1642 -1.7396 0.00 -0.02 -0.01 0.116
H -0.2620 3.5325 -1.4844 -0.01 0.03 0.01 0.117
H 0.4437 2.2039 2.1767 -0.01 0.01 0.00 0.132
H -5.0603 4.8056 1.3176 -0.01 0.00 0.01 0.119
H 0.8823 -1.1649 -2.1704 -0.01 -0.01 0.00 0.077
H -2.6560 -0.9793 -4.8185 0.00 0.00 0.00 0.175
H -5.1153 -3.7069 -0.1402 0.00 0.00 0.00 0.111
H -0.2364 -4.3149 -4.8462 0.00 0.00 0.00 0.100
H 2.9223 4.8332 3.1926 -0.01 0.00 0.00 0.123
H -3.6300 -1.7908 0.3778 -0.01 0.01 0.00 0.114
H -5.7526 3.5956 3.3681 0.00 0.00 0.00 0.113
H 0.0458 2.9578 0.6386 0.13 -0.01 0.00 0.078
H -1.5560 -5.3545 -3.0200 0.00 0.00 -0.01 0.110
H 2.2728 -3.7523 2.8280 -0.01 0.00 0.00 0.063
H 1.7905 2.8836 -1.2700 -0.01 0.00 0.04 0.095
```
Positions in Å, forces in eV/Å.

Calculated values
Total charge: +1

=====

| no. | energy (eV) | HOMO level (eV) |
| --- | --- | --- |
| 1 | -170200.6516 | -3.200 |
| 2 | -64100.6949 | -9.316 |